[1]
Molecular formula: C3H8BrN
Method: DFT, ωB97M-V with the def2-TZVPD basis set

Structure (XYZ):
```
13
Properties=species:S:1:pos:R:3:mulliken_charge:R:1
C -0.420 1.613 -0.860 -1.14
C 0.238 -1.675 0.877 -0.88
C 0.103 0.209 -0.697 -0.12
N 0.678 -0.288 0.628 -0.06
Br 0.370 0.873 2.132 -0.29
H 0.241 2.385 -1.078 0.32
H -1.298 1.702 -1.434 0.34
H -0.884 1.923 0.127 0.29
H 0.581 -2.049 1.873 0.28
H -0.877 -1.782 0.898 0.33
H 0.762 -2.257 0.102 0.39
H -0.510 -0.730 -1.057 0.30
H 1.018 0.077 -1.510 0.23
```

LUMO (spin up / spin down) in eV: 0.93 / -1.79
Molecular weight in u: 138.01
Orbital gap (spin up / spin down) in eV: 6.7 / 7.8
Spin multiplicity: 3

***

[2]
Molecular formula: C3H8BrN2
Method: DFT, ωB97M-V with the def2-TZVPD basis set

Structure (XYZ):
```
14
Properties=species:S:1:pos:R:3:mulliken_charge:R:1
C 0.747 0.411 -0.066 0.28
C 0.404 -2.338 -0.056 -0.79
C 0.045 1.641 -0.067 -0.26
N -0.213 -1.070 0.321 -0.30
N -1.336 1.727 -0.022 -0.59
Br 2.508 0.150 -0.137 0.15
H 1.452 -2.310 -0.352 0.21
H -0.006 -2.806 -0.885 0.35
H 0.351 -3.152 0.655 0.32
H 0.212 2.398 -0.826 0.43
H 0.448 2.369 0.754 0.38
H -1.854 1.259 0.753 0.24
H -1.143 -0.994 -0.048 0.32
H -1.616 2.715 -0.023 0.27
```

SMILES string: C/[NH+]=C(\Br)CN
LUMO in eV: -6.41
Molecular weight in u: 152.02
Orbital gap in eV: 7.7
Total charge: +1

***

[3]
Molecular formula: C3H8BrO5SV
Method: DFT, ωB97M-V with the def2-TZVPD basis set

Structure (XYZ):
```
19
Properties=species:S:1:pos:R:3:mulliken_charge:R:1
O -30.835 -22.172 -2.112 -0.79
V -31.011 -20.781 -1.351 1.14
O -32.461 -20.714 -0.745 -0.75
Br -29.719 -21.406 1.009 -0.54
O -27.420 -25.841 -0.509 -0.64
S -28.201 -25.901 0.752 1.16
O -28.444 -27.303 1.285 -0.66
O -27.490 -24.971 1.868 -0.28
C -27.774 -25.278 3.221 -0.29
C -28.176 -23.990 3.868 -0.98
C -29.719 -24.957 0.543 -0.50
H -26.802 -25.665 3.528 0.31
H -28.577 -26.003 3.350 0.35
H -27.400 -23.254 3.661 0.27
H -28.291 -24.100 4.946 0.36
H -29.064 -23.507 3.461 0.22
H -29.474 -24.286 -0.281 0.30
H -29.833 -24.340 1.435 0.02
H -30.601 -25.580 0.397 0.30
```

LUMO (spin up / spin down) in eV: 2.85 / 2.62
Molecular weight in u: 287.01
Orbital gap (spin up / spin down) in eV: 7.2 / 8.3
Total charge: -1
Spin multiplicity: 2

***

[4]
Molecular formula: C3H8ClN
Method: DFT, ωB97M-V with the def2-TZVPD basis set

Structure (XYZ):
```
13
Properties=species:S:1:pos:R:3:mulliken_charge:R:1
C 2.266 -1.497 0.251 -0.52
C -1.276 0.406 -0.611 -0.60
C 2.474 -0.190 0.243 -0.11
N -1.263 1.208 0.621 -0.53
Cl 3.871 0.712 -0.085 -0.17
H 1.340 -1.940 0.445 0.26
H 3.040 -2.370 0.099 0.19
H -1.206 2.197 0.547 0.19
H -2.088 0.689 -1.169 0.35
H -0.296 0.633 -1.220 0.22
H -1.302 -0.737 -0.248 0.18
H 1.676 0.404 0.558 0.34
H -2.121 1.028 1.146 0.22
```

SMILES string: C=CCl.CN
LUMO in eV: 1.03
Molecular weight in u: 93.56
Orbital gap in eV: 10.4

***

[5]
Molecular formula: C3H8ClN
Method: DFT, ωB97M-V with the def2-TZVPD basis set

Structure (XYZ):
```
13
Properties=species:S:1:pos:R:3:mulliken_charge:R:1
C -0.248 -1.477 -0.248 -0.90
C -0.203 0.086 -0.350 0.02
C -0.370 0.774 0.835 -0.71
H -0.990 -1.715 0.814 0.23
H -0.321 -1.949 -1.327 0.28
H 0.635 -1.581 0.517 0.27
H -0.770 0.361 -1.234 0.45
H 2.145 0.523 -0.261 0.26
H 0.704 1.335 -1.861 0.26
H 0.219 0.308 1.629 0.34
H -0.082 1.898 0.754 0.28
N 1.144 0.470 -0.864 -0.58
Cl -1.863 0.969 1.595 -0.19
```

LUMO in eV: 0.46
Molecular weight in u: 93.56
Orbital gap in eV: 9.5

***

[6]
Molecular formula: C3H8ClN
Method: DFT, ωB97M-V with the def2-TZVPD basis set

Structure (XYZ):
```
13
Properties=species:S:1:pos:R:3:mulliken_charge:R:1
C 0.102 1.359 0.005 -0.90
C -0.091 0.032 -0.516 -0.06
C 0.889 -0.801 0.141 -0.77
H 1.498 1.432 0.416 0.26
H -0.366 2.124 -0.802 0.22
H -0.384 1.516 1.071 0.28
H -0.187 -0.234 -1.546 0.40
H -1.532 -0.556 1.018 0.22
H -2.044 -1.390 -0.681 0.21
H 0.501 -0.819 1.093 0.32
H 0.675 -1.754 -0.023 0.60
N -1.515 -0.670 -0.043 -0.58
Cl 2.454 -0.239 -0.134 -0.20
```

LUMO in eV: 0.95
Molecular weight in u: 93.56
Orbital gap in eV: 9.9

***

[7]
Molecular formula: C3H8ClN3
Method: DFT, ωB97M-V with the def2-TZVPD basis set

Structure (XYZ):
```
15
Properties=species:S:1:pos:R:3:mulliken_charge:R:1
C 0.665 0.634 0.775 -0.80
C 1.790 0.690 -0.261 -0.36
C -1.382 0.218 -0.516 0.05
H -1.403 -1.734 1.145 0.27
H -0.268 -2.090 0.045 0.24
H 0.335 1.677 0.919 0.34
H 1.072 0.268 1.744 0.31
H 1.441 1.059 -1.244 0.27
H 2.583 1.350 0.097 0.36
H -1.280 1.240 -0.808 0.36
H -2.889 -0.113 -1.608 0.23
N -0.458 -1.511 0.846 -0.65
N -0.455 -0.182 0.401 0.24
N -2.261 -0.590 -0.978 -0.68
Cl 2.510 -0.915 -0.557 -0.20
```

SMILES string: [H]/N=C/N(N)CCCl
LUMO in eV: 0.81
Molecular weight in u: 121.57
Orbital gap in eV: 9.7

***

[8]
Molecular formula: C3H8ClNO2S
Method: DFT, ωB97M-V with the def2-TZVPD basis set

Structure (XYZ):
```
16
Properties=species:S:1:pos:R:3:mulliken_charge:R:1
C 1.076 1.876 1.435 -1.07
C -0.894 -2.273 -1.030 -0.94
C 1.044 0.902 0.295 -0.04
N -0.305 0.492 0.119 -0.26
O -2.349 -0.103 -1.245 -0.57
O -0.214 -0.032 -2.360 -0.60
S -0.973 -0.438 -1.233 1.12
Cl -0.795 -0.829 1.879 -0.18
H 0.920 1.252 2.369 0.24
H 1.909 2.550 1.723 0.36
H 0.150 2.545 1.350 0.27
H -1.493 -2.390 -0.160 0.44
H -1.239 -2.457 -2.098 0.33
H 0.140 -2.757 -0.957 0.29
H 1.324 1.527 -0.621 0.33
H 1.698 0.135 0.534 0.29
```

LUMO (spin up / spin down) in eV: -2.44 / -2.43
Molecular weight in u: 157.62
Orbital gap (spin up / spin down) in eV: 8.3 / 8.3

***

[9]
Molecular formula: C3H8ClO2P
Method: DFT, ωB97M-V with the def2-TZVPD basis set

Structure (XYZ):
```
15
Properties=species:S:1:pos:R:3:mulliken_charge:R:1
C 1.753 -0.200 -0.629 -1.25
C 0.350 0.041 1.397 -1.62
C 0.392 -0.584 -0.029 0.62
O -2.637 1.195 -1.496 -0.38
O -0.559 0.130 -0.760 -0.40
P -1.967 0.980 -0.100 0.33
Cl -2.857 -0.712 0.604 -0.23
H 2.355 0.242 0.230 0.30
H 2.421 -0.968 -1.034 0.31
H 1.660 0.635 -1.340 0.30
H 0.832 0.976 1.354 0.46
H 0.939 -0.696 2.008 0.34
H -0.647 0.038 1.866 0.50
H 0.106 -1.618 -0.094 0.33
H -2.141 0.540 -1.977 0.38
```

SMILES string: CC(C)OP(O)Cl
LUMO in eV: 0.88
Molecular weight in u: 142.52
Orbital gap in eV: 10.6

***

[10]
Molecular formula: C3H8ClOP
Method: DFT, ωB97M-V with the def2-TZVPD basis set

Structure (XYZ):
```
14
Properties=species:S:1:pos:R:3:mulliken_charge:R:1
C -1.094 0.195 1.950 -1.25
C 1.043 0.068 0.666 -0.63
C -0.017 -0.509 1.123 0.17
O -1.043 -0.422 -1.523 -0.54
P 0.188 0.072 -2.180 0.33
Cl 2.144 -0.788 -0.258 -0.18
H -0.963 -0.069 2.985 0.34
H -1.082 1.231 1.878 0.34
H -1.971 -0.175 1.480 0.33
H 1.293 1.110 0.647 0.49
H 0.912 1.019 -1.610 0.09
H -0.255 -1.508 0.882 0.38
H 1.120 -0.906 -2.556 0.07
H -0.275 0.682 -3.484 0.06
```

SMILES string: C/C=C/Cl.O=[PH3]
LUMO in eV: 0.80
Molecular weight in u: 126.52
Orbital gap in eV: 10.0